1.
95
Properties=species:S:1:pos:R:3:forces:R:3 method="wB97M-V/def2-TZVPD" orbital_gap_ha=0.046 charge=+2
C -3.015 3.436 -1.540 -0.06 -0.63 0.01
C -1.698 3.478 -0.770 0.04 0.62 -0.63
S -0.952 1.890 -0.438 0.02 -0.21 0.41
C -0.198 1.432 -2.005 -0.80 0.28 0.26
C -0.415 0.007 -2.526 0.56 -0.90 -1.06
C -1.768 -0.315 -3.148 -0.63 0.72 0.69
C -3.060 -0.142 -2.341 -0.38 -0.73 -0.04
C -3.480 -1.311 -1.422 0.16 0.56 0.00
C -3.356 -1.028 0.077 -0.69 -0.56 -0.19
C -3.261 -2.273 0.945 0.15 0.33 0.60
C -3.168 -1.879 2.442 0.54 -0.42 -0.84
C -2.142 -2.718 3.237 -0.83 0.52 0.73
C -1.065 -1.870 3.936 0.46 -0.12 -0.35
C 0.339 -2.453 3.830 -0.45 -0.27 -0.05
O 0.590 -3.314 4.913 0.21 0.13 0.03
C 1.542 -4.311 4.595 -0.08 0.17 -0.08
O 0.454 0.036 -3.731 -0.22 0.16 -0.28
C 1.717 -0.268 -3.412 -0.76 0.35 0.49
O 2.660 -0.203 -4.102 0.66 -0.18 -0.54
O 1.722 -0.651 -2.091 0.40 -0.56 0.21
C 0.374 -1.140 -1.822 0.79 0.96 -0.30
I 0.398 -1.257 0.322 -0.25 -0.13 -0.16
C 0.339 -2.489 -2.559 -0.81 -0.71 0.93
C -0.494 -3.626 -1.932 0.56 0.26 -0.43
C 0.306 -4.814 -1.524 0.91 0.26 1.77
F 1.119 -5.401 -2.441 -1.20 -0.68 -0.75
C 0.144 -5.430 -0.302 -0.23 0.03 -0.90
F 0.403 -4.815 0.831 -1.23 0.28 0.11
F -0.323 -6.622 -0.101 1.28 -0.34 0.03
H -2.872 3.049 -2.546 0.08 0.08 -0.18
H -3.710 2.759 -1.053 -0.23 0.12 0.17
H -3.455 4.423 -1.609 0.01 0.17 0.05
H -1.818 3.985 0.182 -0.01 -0.23 0.30
H -0.984 4.074 -1.340 0.23 0.00 0.01
H -0.609 2.092 -2.764 -0.04 0.05 -0.14
H 0.866 1.657 -1.945 0.17 -0.11 0.13
H -1.837 0.373 -3.987 0.09 0.02 -0.18
H -1.779 -1.314 -3.573 0.25 -0.15 -0.06
H -3.845 -0.085 -3.091 0.00 0.29 -0.20
H -3.110 0.794 -1.792 0.16 0.15 0.06
H -2.967 -2.221 -1.735 0.17 -0.14 0.12
H -4.534 -1.490 -1.610 -0.11 -0.24 -0.09
H -2.574 -0.308 0.311 0.34 -0.01 -0.02
H -4.291 -0.553 0.378 0.03 0.39 0.07
H -2.382 -2.871 0.697 0.11 -0.07 -0.23
H -4.135 -2.899 0.773 -0.05 -0.17 -0.13
H -4.151 -1.927 2.895 -0.13 0.05 0.10
H -2.874 -0.837 2.460 -0.01 0.19 0.25
H -1.703 -3.498 2.619 0.13 -0.06 -0.12
H -2.708 -3.213 4.022 0.12 -0.43 0.02
H -1.286 -1.762 4.992 -0.03 0.12 0.15
H -1.043 -0.860 3.523 -0.09 0.10 -0.09
H 0.404 -3.056 2.915 0.09 0.09 -0.27
H 1.089 -1.655 3.768 0.21 0.00 0.19
H 1.976 -4.688 5.511 -0.09 -0.13 0.17
H 1.047 -5.110 4.039 0.06 -0.21 0.00
H 2.350 -3.911 3.977 0.10 0.10 -0.01
H 1.388 -2.860 -2.582 -0.61 0.38 -0.74
H 0.056 -2.379 -3.599 0.15 0.32 -0.16
H -1.101 -3.331 -1.082 -0.05 0.22 0.09
H -1.196 -3.991 -2.686 -0.14 -0.12 0.02
Al 2.535 -3.181 -1.022 0.84 -0.35 0.81
C -5.521 1.310 5.701 -0.12 0.00 -0.17
C -4.566 0.190 5.325 0.10 0.39 0.27
C -3.617 -0.133 6.467 0.10 -0.12 -0.10
O -3.825 0.557 4.149 -0.04 -0.13 0.01
H -4.966 2.225 5.927 0.04 -0.04 0.09
H -6.195 1.534 4.874 -0.03 -0.04 0.01
H -6.117 1.045 6.573 0.01 0.01 0.02
H -5.135 -0.702 5.057 0.05 0.00 -0.15
H -3.008 0.740 6.717 -0.07 0.05 0.04
H -2.937 -0.936 6.188 -0.04 -0.05 0.02
H -4.164 -0.438 7.359 -0.01 0.02 0.02
H -3.321 1.348 4.366 -0.04 0.05 0.08
C 6.228 4.228 0.799 0.13 0.12 0.16
O 5.781 3.985 -0.545 0.02 0.07 -0.01
C 5.104 2.863 -0.710 0.10 0.06 -0.03
O 4.831 2.053 0.136 -0.10 -0.08 0.06
O 4.758 2.768 -2.003 -0.03 0.05 -0.07
C 4.026 1.589 -2.319 0.09 0.12 -0.10
H 6.760 5.173 0.777 -0.02 0.02 -0.13
H 5.379 4.305 1.474 -0.02 -0.09 -0.01
H 6.901 3.439 1.124 -0.07 -0.07 0.00
H 3.094 1.565 -1.751 0.08 -0.07 0.11
H 4.619 0.701 -2.106 -0.08 -0.03 0.08
H 3.810 1.627 -3.377 0.13 0.17 -0.08
N 5.580 4.538 -5.460 0.47 0.28 0.74
S 6.191 5.939 -5.969 -0.58 2.37 -1.00
O 6.525 5.936 -7.344 -0.01 -0.55 0.01
O 7.102 6.490 -5.033 0.00 -0.69 0.42
F 4.905 6.769 -5.853 -0.05 -0.30 0.16
S 6.596 3.285 -5.483 1.42 -2.77 -0.98
O 5.901 2.062 -5.341 -0.77 0.54 0.23
O 7.776 3.493 -4.725 -0.45 0.84 0.47
F 7.047 3.303 -6.961 -0.09 0.26 0.04

2.
54
Properties=species:S:1:pos:R:3:forces:R:3 method="wB97M-V/def2-TZVPD" multiplicity=5 orbital_gap_ha="0.264 / 0.195" s_squared=6.030 charge=+2
C -2.386 -4.224 -0.584 0.46 -0.21 0.33
C -2.866 -3.099 -1.246 -0.65 0.14 0.02
C -2.323 -1.809 -1.118 0.62 -0.83 0.16
C -1.044 -1.706 -0.417 -1.30 0.80 0.00
C -0.719 -2.813 0.394 0.06 -0.57 -0.26
C -1.318 -4.068 0.283 -0.55 0.03 -0.17
C -3.120 -0.773 -1.907 0.29 -0.68 -0.86
C -4.011 0.444 -1.384 -0.77 0.81 -1.12
N -4.026 1.012 -0.067 2.14 -1.01 -0.01
Os 0.677 -0.421 -0.554 0.07 -0.16 -0.38
C 0.287 -2.683 1.484 0.94 0.45 0.82
P 0.635 -0.877 1.601 -2.14 -1.68 2.47
H -3.742 -3.251 -1.889 0.26 0.18 0.33
H -0.950 -4.884 0.908 -0.20 0.16 -0.23
H -2.869 -5.196 -0.689 0.11 0.33 -0.13
H 1.214 -3.248 1.317 -0.15 0.14 -0.09
H -0.115 -3.024 2.448 -0.01 -0.09 -0.19
H -2.495 -0.373 -2.722 -0.31 0.17 0.59
H -3.881 -1.367 -2.455 0.53 0.40 0.37
H -3.758 1.282 -2.052 -0.32 -0.32 0.18
C 1.987 -0.691 2.792 0.47 0.41 -0.50
C -0.812 -0.381 2.628 -0.14 0.28 0.04
H -5.049 0.156 -1.620 0.23 0.02 0.28
C -4.251 0.153 1.070 -0.22 -0.03 0.65
C -3.210 2.195 0.140 0.20 0.53 0.04
H 2.148 -1.025 -0.097 0.28 -0.61 -0.71
H -5.312 0.190 1.374 0.25 -0.08 -0.15
H -3.973 -0.891 0.838 -0.20 0.40 -0.12
H -3.633 0.529 1.897 -0.43 -0.24 -0.17
H -3.845 3.075 0.331 0.02 -0.20 -0.08
H -2.564 2.066 1.021 -0.25 -0.03 -0.27
H -2.593 2.391 -0.752 -0.41 -0.05 0.41
H -0.694 -0.733 3.667 0.12 0.15 -0.38
H -0.920 0.712 2.638 0.07 -0.17 0.08
H -1.739 -0.818 2.233 0.40 0.05 -0.06
H 2.000 -1.532 3.502 -0.10 0.30 -0.27
H 2.925 -0.659 2.224 -0.03 -0.05 0.46
H 1.854 0.259 3.330 0.17 -0.31 -0.12
H 2.129 -0.086 0.097 0.92 0.74 0.75
C -0.451 1.024 -2.873 -0.56 0.08 -0.61
C 0.986 1.327 -2.854 1.35 0.18 0.59
C 1.770 2.167 -3.680 1.01 0.63 -0.09
C 3.039 2.239 -3.102 -1.10 0.32 -1.01
C 3.025 1.439 -1.937 -1.33 -0.36 -0.11
C 4.113 1.393 -0.945 0.40 -0.15 0.15
N 1.763 0.858 -1.838 -0.22 0.12 -0.02
H -0.937 1.440 -1.970 0.20 -0.16 -0.32
H -0.625 -0.067 -2.881 0.16 0.43 -0.09
H -0.923 1.467 -3.756 0.02 -0.11 0.12
H 1.363 2.675 -4.542 0.34 0.04 -0.03
H 3.908 2.814 -3.390 -0.23 0.01 -0.24
H 4.390 0.371 -0.650 -0.14 0.22 -0.07
H 5.005 1.882 -1.370 -0.37 -0.23 0.23
H 3.829 1.949 -0.035 0.02 -0.19 -0.24

3.
12
Properties=species:S:1:pos:R:3:forces:R:3 method="wB97M-V/def2-TZVPD" e_above_lowest_kj_mol=46.05 orbital_gap_ha=0.417 smiles=ClCC1CC1
Cl 1.643 0.305 -0.355 -0.44 -0.28 0.29
C 0.330 -0.903 -0.601 -0.48 -0.88 -0.35
C -1.033 -0.584 0.016 -0.70 -1.16 -0.61
C -1.179 0.116 1.302 -0.35 0.14 -0.21
C -1.658 0.784 0.067 1.60 1.25 -1.40
H 0.596 -1.885 -0.173 0.52 0.60 -0.07
H 0.325 -1.050 -1.700 -0.42 0.22 0.65
H -1.752 -1.449 -0.044 0.91 0.91 -0.45
H -1.881 -0.192 2.017 -0.96 -0.68 0.69
H -0.301 0.443 1.743 1.58 0.95 0.69
H -0.970 1.610 -0.326 -1.30 -1.19 0.56
H -2.707 0.866 -0.182 0.04 0.12 0.22

4.
14
Properties=species:S:1:pos:R:3:forces:R:3 method="wB97M-V/def2-TZVPD" e_above_lowest_kj_mol=20.29 orbital_gap_ha=0.376 smiles="NC(=O)CNC(=O)O"
N 0.236 -2.348 0.372 -0.04 -0.67 -0.99
C 0.479 -1.230 1.091 0.29 0.59 1.77
O 1.155 -1.273 2.110 -0.02 -0.03 -0.73
C -0.215 0.087 0.748 -0.02 -0.26 -0.17
N -0.209 0.351 -0.676 -0.48 0.16 0.09
C -0.220 1.594 -1.242 -0.10 -0.50 -0.77
O -0.326 1.760 -2.435 0.05 0.22 0.00
O -0.096 2.583 -0.352 0.14 -0.37 1.14
H -0.370 -2.422 -0.428 0.02 0.46 0.05
H 0.884 -3.119 0.441 -0.09 0.18 0.44
H 0.311 0.901 1.238 0.23 -0.25 0.09
H -1.209 0.067 1.219 -0.07 -0.06 -0.34
H -0.571 -0.348 -1.306 0.12 0.10 0.02
H 0.151 3.396 -0.781 -0.04 0.43 -0.61

5.
11
Properties=species:S:1:pos:R:3:forces:R:3 method="wB97M-V/def2-TZVPD" e_above_lowest_kj_mol=66.17 orbital_gap_ha=0.318 smiles=Nc1cccs1
N 1.473 1.530 0.091 -2.48 3.65 0.59
C 0.478 0.573 0.105 -0.07 0.10 0.08
C 0.534 -0.769 0.142 3.78 -2.53 -0.79
C -0.700 -1.441 0.058 -1.80 0.50 0.49
C -1.709 -0.515 0.102 -0.21 0.46 -0.41
S -1.147 1.141 0.177 -0.07 -1.25 -0.23
H 2.251 1.484 -0.504 0.95 -0.74 -0.94
H 0.933 2.447 -0.144 1.99 -1.84 0.65
H 1.555 -1.358 0.050 -2.17 1.43 0.36
H -0.914 -2.525 0.041 0.47 0.84 -0.14
H -2.754 -0.567 -0.118 -0.39 -0.62 0.34

6.
13
Properties=species:S:1:pos:R:3:forces:R:3 method="wB97M-V/def2-TZVPD" e_above_lowest_kj_mol=305.05 orbital_gap_ha=0.363 smiles="CC/C=N/N"
C 1.422 2.031 -0.470 -0.13 -1.04 1.14
C 0.119 1.183 -0.541 -0.90 2.06 1.06
C 0.076 -0.203 -0.032 -1.77 -4.17 0.83
N -1.023 -0.861 0.418 3.23 2.59 -1.28
N -0.937 -2.250 0.588 3.85 -0.01 1.31
H 1.238 3.067 -0.858 0.21 -1.12 0.22
H 2.197 1.479 -1.067 -0.23 0.90 0.84
H 1.618 2.097 0.648 0.61 0.09 -1.47
H -0.596 1.796 0.100 0.10 -0.82 -1.47
H -0.083 1.125 -1.607 -0.91 0.19 -0.14
H 1.000 -0.826 -0.284 -0.95 0.49 0.57
H 0.148 -2.486 0.882 -3.34 0.35 -1.01
H -1.502 -2.537 1.400 0.23 0.50 -0.59

7.
30
Properties=species:S:1:pos:R:3:forces:R:3 method="wB97M-V/def2-TZVPD" e_above_lowest_kj_mol=0.00 multiplicity=3 orbital_gap_ha="0.275 / 0.307" s_squared=2.008
C 0.850 0.781 0.300 0.10 0.18 -0.30
C -0.125 0.024 -0.561 2.37 -0.06 -0.44
C 0.192 1.145 1.637 0.41 -0.79 0.23
C 1.415 1.997 -0.370 -0.49 1.94 1.58
C -0.268 0.575 -1.938 -1.30 -1.88 -1.38
C -3.199 0.709 0.082 -0.34 0.56 1.83
C 2.674 -1.772 -1.017 -1.75 0.54 1.76
C 1.024 -2.178 1.634 -2.84 0.99 0.12
C -2.781 -0.696 -0.051 -1.86 -3.02 1.65
Si 1.225 -1.071 0.050 0.38 -0.93 0.67
H 0.073 0.105 2.052 -0.81 1.69 0.44
H -0.772 1.632 1.291 1.08 -0.37 1.30
H 0.835 1.769 2.355 -0.99 -0.79 -1.17
H 0.507 2.674 -0.417 0.93 -0.28 -0.37
H 1.837 1.930 -1.374 0.22 -0.13 0.46
H 2.065 2.524 0.385 -0.10 -0.47 -1.11
H -0.710 -0.222 -2.564 0.14 0.17 0.04
H 0.592 0.928 -2.548 -0.31 -0.06 0.86
H -1.061 1.305 -1.931 -0.03 0.89 -0.10
H -2.569 1.240 0.869 -1.08 -0.58 -1.00
H -4.337 0.929 0.290 2.06 -0.58 -0.41
H -2.918 1.078 -0.872 -0.22 1.27 -0.96
H 3.483 -1.708 -0.277 0.05 -1.00 -0.34
H 2.311 -2.727 -1.433 0.92 0.30 0.26
H 2.900 -1.027 -1.727 0.24 0.60 -1.38
H 0.709 -3.223 1.496 -0.17 0.32 -0.60
H 1.836 -2.304 2.315 0.90 0.59 0.37
H 0.122 -1.679 2.216 1.83 -1.21 -0.91
H -3.358 -1.360 -0.717 0.38 0.72 -0.37
H -2.551 -1.377 0.825 0.28 1.36 -0.69

8.
82
Properties=species:S:1:pos:R:3:forces:R:3 method="wB97M-V/def2-TZVPD" orbital_gap_ha=0.279 charge=+1
F 5.911 -1.543 1.762 -3.26 0.06 0.08
C 4.480 -1.486 1.796 1.30 -0.11 0.64
F 4.142 -1.509 3.188 0.54 -0.71 -3.02
F 4.039 -2.627 1.103 0.66 2.45 1.98
C 3.953 -0.092 1.218 0.90 0.96 -0.10
O 3.183 -0.189 0.007 -0.77 -0.41 1.26
C 1.839 -0.646 0.249 -0.05 -0.14 0.66
C 0.827 0.513 0.743 0.47 0.31 0.50
N -0.290 -0.203 1.480 -0.95 -1.62 -1.54
C -0.848 0.037 2.796 -2.24 -5.13 -4.00
N -1.811 -0.995 2.890 1.30 2.09 1.11
N -1.850 -1.787 1.790 4.44 3.22 -2.87
C -0.890 -1.332 0.811 -0.89 1.66 4.58
H 4.893 0.529 0.970 -1.53 -1.04 0.36
H 3.412 0.513 2.038 0.78 -1.26 -1.12
H 1.847 -1.433 1.095 -0.10 1.00 -1.43
H 1.444 -1.097 -0.721 0.66 0.60 1.29
H 0.409 1.127 -0.129 0.53 -0.96 1.38
H 1.294 1.213 1.530 -0.51 -1.07 -1.44
H -0.552 0.853 3.520 -0.63 -1.38 -1.05
H -2.429 -2.615 1.606 0.01 0.74 0.87
H -0.635 -1.755 -0.220 -0.72 0.85 1.63
C -3.290 -1.202 -3.789 0.47 -0.23 0.47
C -2.811 -0.708 -2.454 -0.21 0.46 -0.02
O -1.911 -1.277 -1.825 0.37 -0.18 0.47
N -3.398 0.398 -1.941 0.52 -0.79 -0.31
C -4.460 1.199 -2.520 -0.18 0.31 0.32
H -2.727 -2.094 -4.069 0.05 0.13 0.16
H -4.344 -1.463 -3.734 0.17 0.22 -0.13
H -3.128 -0.438 -4.551 -0.31 -0.07 0.04
H -3.028 0.673 -1.043 -0.15 0.03 -0.09
H -4.091 2.220 -2.638 -0.15 0.02 -0.15
H -5.303 1.203 -1.827 0.03 0.11 -0.30
H -4.786 0.817 -3.486 0.15 -0.09 0.10
C 6.496 1.446 4.283 0.06 -0.02 -0.01
C 5.438 2.387 3.773 -0.16 0.25 -0.25
O 5.219 2.534 2.575 -0.07 -0.22 0.05
N 4.714 3.087 4.686 0.22 -0.39 -0.30
C 4.820 3.054 6.130 -0.31 0.34 -0.12
H 6.986 0.961 3.439 -0.16 0.10 0.07
H 7.248 1.999 4.849 0.00 -0.16 0.07
H 6.041 0.674 4.907 0.14 0.05 0.10
H 4.025 3.697 4.270 0.14 0.00 0.07
H 3.855 2.748 6.538 0.14 -0.03 0.25
H 5.052 4.061 6.480 0.06 -0.14 0.24
H 5.591 2.366 6.471 -0.07 0.07 -0.14
C -6.959 -0.202 -7.102 -0.03 0.15 0.03
C -6.025 -1.169 -6.426 0.20 -0.18 0.21
O -5.430 -0.885 -5.390 -0.54 0.08 -0.51
N -5.849 -2.389 -6.995 -0.12 0.55 0.21
C -6.454 -2.910 -8.204 0.29 -0.34 0.17
H -6.996 0.726 -6.531 0.09 -0.18 0.00
H -6.600 0.025 -8.108 -0.18 -0.05 -0.02
H -7.967 -0.622 -7.145 0.05 0.05 -0.18
H -5.209 -2.983 -6.486 -0.08 0.04 -0.09
H -7.012 -3.813 -7.947 -0.10 0.03 -0.25
H -5.656 -3.171 -8.902 -0.21 -0.02 -0.18
H -7.124 -2.192 -8.673 0.11 -0.03 0.13
C 12.000 0.469 3.085 0.14 0.01 0.06
C 10.661 1.153 3.018 -0.28 0.54 0.24
O 10.425 2.183 3.636 0.06 -0.22 -0.05
N 9.696 0.595 2.238 0.33 -0.01 0.19
C 9.775 -0.608 1.436 -0.46 0.25 -0.02
H 12.661 1.031 3.743 -0.20 0.01 -0.08
H 11.885 -0.540 3.488 0.10 -0.03 -0.16
H 12.451 0.430 2.091 0.01 -0.18 0.06
H 8.827 1.110 2.244 0.14 -0.02 -0.08
H 9.570 -0.342 0.397 0.10 -0.27 -0.07
H 9.008 -1.304 1.783 0.13 -0.21 -0.17
H 10.751 -1.084 1.501 -0.09 0.13 0.05
C -9.216 1.116 -0.729 -0.02 0.10 -0.12
C -7.923 0.722 -0.070 0.42 -0.02 0.09
O -6.840 1.152 -0.452 -0.21 -0.04 0.13
N -7.978 -0.138 0.981 -0.07 0.31 -0.42
C -9.148 -0.751 1.577 0.40 -0.15 0.25
H -9.010 1.805 -1.549 0.10 -0.11 0.15
H -9.713 0.233 -1.136 -0.13 0.08 0.11
H -9.866 1.619 -0.010 -0.10 -0.14 -0.08
H -7.073 -0.356 1.372 -0.13 0.03 -0.02
H -9.190 -0.460 2.628 -0.26 -0.10 -0.01
H -9.039 -1.835 1.511 -0.28 0.00 0.07
H -10.069 -0.450 1.082 0.17 0.02 0.00

The calculation returns the following max |F| values, one per record and in order: 0.064, 0.072, 0.048, 0.037, 0.090, 0.090, 0.076, 0.134 Eh/bohr.
The calculation returns the following E values, one per record and in order: -4208.95709, -1283.31985, -616.75999, -453.19330, -608.32547, -228.53247, -644.16308, -2015.40016 Eh.